Record 1
A cluster of 2 separate species, C22H20F2O in total at a distorted geometry. Source: the Open Molecules 2025 dataset; level of theory: ωB97M-V/def2-TZVPD.

Results
- gap between HOMO and LUMO (eV) = 2.70
- net charge = 0
- energy (Ha) = -1125.1834

```
45
C22H20F2O, DFT ωB97M-V/def2-TZVPD
C 6.12143 2.81404 1.22462
C 4.74767 2.25323 1.16038
C 3.64316 3.09812 1.05736
F 3.87921 4.44981 1.07828
C 2.34235 2.66074 0.90983
C 2.07061 1.25615 0.96454
C 0.78293 0.66526 0.89190
C -0.49256 1.25380 1.06967
C -0.74851 2.62695 1.39291
C -2.04916 3.08772 1.36251
F -2.26732 4.43544 1.50398
C -3.16659 2.27201 1.18736
C -4.53355 2.85193 1.19371
C -2.92494 0.89769 1.02188
C -1.64033 0.40372 0.94597
C 3.20097 0.38644 1.09593
C 4.48876 0.87269 1.18189
H 6.84164 1.99461 1.26189
H 6.36207 3.42824 0.34848
H 6.28237 3.43789 2.11153
H 1.54452 3.37688 0.74224
H 0.77414 -0.40331 0.68129
H 0.05687 3.30178 1.66368
H -5.26549 2.04206 1.18796
H -4.71829 3.46974 2.07989
H -4.73490 3.47747 0.31541
H -3.78283 0.23209 0.92743
H -1.46539 -0.66083 0.78143
H 3.01333 -0.68834 1.13356
H 5.33667 0.19260 1.26559
C -3.13760 -5.53130 -2.61845
C -2.07891 -4.48843 -2.40804
C -0.99121 -4.73892 -1.55490
C -0.01389 -3.80144 -1.32095
C -0.15473 -2.42418 -1.79539
O 0.48114 -1.45769 -1.30429
C -1.16885 -2.27343 -2.84112
C -2.12305 -3.23976 -3.05362
H -3.91187 -5.18692 -3.31068
H -2.72421 -6.46408 -3.02380
H -3.63598 -5.80836 -1.67995
H -0.92569 -5.70593 -1.05546
H 0.83765 -4.01683 -0.67605
H -1.20373 -1.31804 -3.36437
H -2.94791 -3.03133 -3.73606
```



Record 2
The molecule C22H20F2OS at a distorted geometry. Source: the Open Molecules 2025 dataset; level of theory: ωB97M-V/def2-TZVPD.

Results
- gap between HOMO and LUMO (eV) = 8.79
- net charge = 0
- energy (Ha) = -1523.4675
- SMILES = COc1ccc(SC(c2ccc(C)c(F)c2)c2ccc(C)c(F)c2)cc1

```
46
C22H20F2OS, DFT ωB97M-V/def2-TZVPD
C -4.50847 0.00046 -4.58142
O -3.09940 0.06451 -4.83279
C -2.27807 0.70275 -3.95554
C -0.89991 0.39048 -4.07512
C -0.02598 0.72809 -3.06657
C -0.48327 1.46386 -1.95523
S 0.59098 1.86270 -0.64564
C 0.97638 0.36881 0.13637
C -0.21742 -0.28660 0.86040
C -1.33430 -0.65164 0.10296
C -2.40967 -1.34448 0.63379
C -2.36302 -1.84067 1.93749
C -3.36506 -2.80745 2.43904
C -1.25675 -1.45928 2.68638
F -1.14999 -1.98903 3.94569
C -0.23728 -0.63720 2.21997
C 2.30123 0.52960 0.91919
C 3.13625 1.63461 0.75449
C 4.34698 1.73531 1.44223
C 4.74509 0.74199 2.34633
C 6.00759 0.77988 3.12635
C 3.90045 -0.34348 2.49320
F 4.25475 -1.29325 3.42521
C 2.72368 -0.50043 1.76701
C -1.82376 1.89925 -1.90653
C -2.72865 1.52229 -2.89075
H -4.85370 -0.69335 -5.34466
H -4.73977 -0.38699 -3.57952
H -4.95985 0.98813 -4.72805
H -0.58538 -0.21137 -4.92677
H 1.02401 0.45442 -3.11544
H 1.23660 -0.28234 -0.72669
H -1.37020 -0.40987 -0.95765
H -3.29061 -1.54888 0.03583
H -4.23139 -2.79866 1.77206
H -2.99048 -3.84068 2.45786
H -3.71276 -2.56368 3.44720
H 0.54961 -0.31564 2.89986
H 2.88462 2.45094 0.07963
H 4.99275 2.59720 1.29178
H 6.66008 1.58276 2.77024
H 5.78742 0.96811 4.18632
H 6.55641 -0.17166 3.06363
H 2.12904 -1.40213 1.89984
H -2.11038 2.50890 -1.05292
H -3.77839 1.80369 -2.79904
```



Record 3
A structure of composition C22H20F5N4O2PPmS at a distorted geometry. Source: the Open Molecules 2025 dataset; level of theory: ωB97M-V/def2-TZVPD.

Results
- ⟨S²⟩ = 6.0045
- gap between HOMO and LUMO (spin up / spin down) (eV) = 6.78 / 6.81
- net charge = +1
- spin multiplicity = 5
- energy (Ha) = -3066.9563

```
56
C22H20F5N4O2PPmS, DFT ωB97M-V/def2-TZVPD
Pm -0.62965 0.77158 -0.73492
N -1.46713 3.76224 2.70393
C -1.40754 2.81608 1.77409
S -1.36847 3.32565 0.15140
N -1.51311 1.59004 2.30417
N -1.66625 0.54151 1.44818
C -1.32718 -0.70258 1.93236
C -0.67787 -0.83182 3.22180
C 0.47820 -1.65804 3.38370
C 1.05551 -1.79906 4.62288
C 0.47924 -1.21478 5.73889
C -0.61089 -0.41949 5.55651
C -1.27119 -0.25790 4.36098
C -1.56176 -1.75521 0.98478
C -1.27958 -3.13287 1.25218
C -1.41630 -4.03876 0.21783
C -1.81697 -3.59301 -1.01256
C -2.15740 -2.26991 -1.17475
N -1.93657 -1.30483 -0.25001
H -1.41097 4.79362 2.50289
H -1.63108 3.53277 3.66958
H 1.02166 -2.12410 2.54799
H 1.86176 -2.55270 4.77407
H 0.90090 -1.33424 6.68821
H -0.90987 0.10557 6.40622
H -2.15134 0.34312 4.30820
H -0.98885 -3.37442 2.28395
H -1.13485 -5.05876 0.40301
H -1.90812 -4.36194 -1.82340
H -2.58396 -1.87364 -2.04527
C -2.37700 0.70027 -5.20872
P -0.99552 1.25412 -4.23860
C -0.89874 2.97259 -4.54790
C 0.53559 0.52142 -4.71330
O -1.30062 1.14133 -2.74263
H -2.29424 -0.34378 -5.35021
H -2.40578 1.14751 -6.20865
H -3.32179 0.89426 -4.69171
H -0.83753 3.23579 -5.61920
H 0.07614 3.39340 -4.12318
H -1.75488 3.55701 -4.12979
H 0.30330 -0.30693 -5.45885
H 1.01186 0.07683 -3.80522
H 1.17084 1.31655 -5.16737
F 6.04417 1.19086 0.30066
C 4.81534 0.70444 0.12518
C 4.45568 -0.57331 0.58930
F 5.28881 -1.33890 1.30312
C 3.24216 -1.08336 0.28399
F 2.98874 -2.42237 0.56788
C 2.17327 -0.28811 -0.22142
O 1.01678 -0.79698 -0.51810
C 2.56506 1.05661 -0.49613
F 1.45649 1.91887 -0.68086
C 3.84352 1.45871 -0.52013
F 4.22795 2.68902 -0.92504
```



Record 4
The molecule C22H20N2O2. Source: the Open Molecules 2025 dataset; level of theory: ωB97M-V/def2-TZVPD.

Results
- gap between HOMO and LUMO (eV) = 8.66
- net charge = 0
- energy (Ha) = -1110.4015
- SMILES = Cc1cccc(C(=O)Nc2ccccc2NC(=O)c2cccc(C)c2)c1

```
46
C22H20N2O2, DFT ωB97M-V/def2-TZVPD
C -4.04171 -4.10387 -0.38339
C -4.13603 -2.61987 -0.21053
C -5.35565 -1.95985 -0.29396
C -5.42930 -0.58671 -0.13155
C -4.28467 0.15441 0.09581
C -3.05102 -0.48811 0.16582
C -1.77317 0.22933 0.43273
O -0.87255 -0.30373 1.06785
N -1.70550 1.46697 -0.11070
C -0.75340 2.50961 -0.00817
C -1.28230 3.79771 -0.06125
C -0.47434 4.91523 -0.01836
C 0.89771 4.75399 0.07437
C 1.44050 3.48709 0.11977
C 0.63963 2.34450 0.07082
N 1.21006 1.07498 0.09813
C 2.45943 0.73452 -0.32556
O 3.24182 1.51408 -0.83814
C 2.81959 -0.70203 -0.12662
C 1.89654 -1.73623 0.00259
C 2.34428 -3.03534 0.15988
C 3.69923 -3.31707 0.19305
C 4.63511 -2.29966 0.05750
C 6.10442 -2.59284 0.06386
C 4.17879 -1.00087 -0.10811
C -2.99280 -1.87040 0.02796
H -3.37196 -4.53375 0.35812
H -3.64172 -4.33912 -1.36976
H -5.01874 -4.57084 -0.29094
H -6.25809 -2.52551 -0.47507
H -6.38784 -0.09118 -0.17747
H -4.36868 1.22026 0.25690
H -2.55814 1.77937 -0.55668
H -2.35501 3.91693 -0.13853
H -0.91377 5.89989 -0.05969
H 1.54636 5.61550 0.10882
H 2.50812 3.35811 0.17274
H 0.61751 0.35339 0.51684
H 0.83471 -1.55042 -0.02568
H 1.62878 -3.83885 0.25960
H 4.03252 -4.33723 0.32229
H 6.47771 -2.63938 -0.95954
H 6.31032 -3.54632 0.54456
H 6.65106 -1.80832 0.58219
H 4.87962 -0.18722 -0.22694
H -2.03215 -2.35760 0.11008
```



Record 5
A structure of composition C22H20N6OPtSb. Source: the Open Molecules 2025 dataset; level of theory: ωB97M-V/def2-TZVPD.

Results
- gap between HOMO and LUMO (eV) = 7.87
- net charge = +1
- energy (Ha) = -1613.3580

```
51
C22H20N6OPtSb, DFT ωB97M-V/def2-TZVPD
Pt 0.48708 -0.24296 0.58262
C -1.68089 3.23695 2.02663
C -1.77290 2.32459 -0.33486
C -2.70209 3.07583 -1.15140
C -2.38116 3.22821 -2.44503
C -1.21731 2.55795 -3.01722
C -0.47264 1.71688 -2.27994
N -0.72762 1.50158 -0.92085
Sb 0.67261 0.07946 -3.05492
C 2.36482 -0.20668 -1.70651
C 3.58813 -0.14294 -2.34960
C 4.74686 -0.49459 -1.66896
C 4.64046 -0.93213 -0.36827
C 3.39362 -0.98121 0.24776
C 3.26650 -1.42979 1.66990
N 2.28460 -0.60977 -0.41601
C -0.55255 -1.35919 -1.99358
C -1.35973 -2.14359 -2.79486
C -2.12906 -3.15257 -2.23106
C -2.01115 -3.38271 -0.88106
C -1.17298 -2.58935 -0.10184
C -1.03406 -2.90488 1.35583
N -0.49621 -1.56007 -0.65135
H -2.65557 3.02693 2.46931
H -0.94435 3.31218 2.82735
H -1.72739 4.20212 1.52280
H -3.61260 3.46879 -0.72221
H -3.02959 3.78443 -3.10815
H -1.04134 2.64908 -4.08206
H 3.63685 0.16796 -3.38496
H 5.71004 -0.44363 -2.15909
H 5.51162 -1.23988 0.19272
H 4.13275 -2.01946 1.96291
H 3.19677 -0.56147 2.32701
H 2.36112 -2.02018 1.80457
H -1.38539 -1.96885 -3.86258
H -2.78369 -3.75814 -2.84351
H -2.55754 -4.18098 -0.39826
H -1.04209 -3.98560 1.49293
H -0.10950 -2.49768 1.76043
H -1.87546 -2.49188 1.91284
N -0.12906 0.66111 3.97216
C 0.04037 0.83144 2.66827
O 1.18989 0.99110 2.14749
C -1.03361 0.75355 1.64924
C -2.26602 0.12132 2.03752
N -3.25012 -0.39547 2.33595
C -1.30074 2.16173 1.04488
N -0.38950 2.66758 -0.02344
H 0.67344 0.59990 4.57806
H -1.05365 0.57496 4.36243
```



Record 6
The molecule C22H20O3S at a distorted geometry. Source: the Open Molecules 2025 dataset; level of theory: ωB97M-V/def2-TZVPD.

Results
- gap between HOMO and LUMO (eV) = 7.99
- net charge = 0
- energy (Ha) = -1474.0883
- SMILES = COS(=O)(=O)c1ccc(C(C)=C(c2ccccc2)c2ccccc2)cc1

```
46
C22H20O3S, DFT ωB97M-V/def2-TZVPD
C 3.94659 -4.02142 -4.20227
O 3.63845 -3.42704 -2.88504
S 4.31399 -1.93298 -2.61492
O 4.44718 -1.24099 -3.91167
O 5.70130 -2.13692 -1.96478
C 3.04272 -1.20732 -1.54976
C 2.81572 -1.71369 -0.25303
C 1.99683 -1.06920 0.60163
C 1.19815 -0.00947 0.30408
C 0.42322 0.57274 1.35370
C 1.16545 0.80046 2.61969
C -0.93938 0.82284 1.13377
C -1.58020 1.44801 2.26695
C -2.61371 0.67602 2.89070
C -3.49993 1.35599 3.75702
C -3.43314 2.74490 3.91103
C -2.44923 3.48763 3.30651
C -1.64490 2.88887 2.38365
C -1.70329 0.53388 -0.05581
C -1.54523 -0.62495 -0.80281
C -2.41755 -0.94717 -1.85109
C -3.47150 -0.02287 -2.19792
C -3.67942 1.00290 -1.45073
C -2.89032 1.28108 -0.36565
C 1.34648 0.46211 -0.98566
C 2.33341 -0.02612 -1.83252
H 4.95731 -4.39633 -4.37188
H 3.58755 -3.26202 -5.00413
H 3.53625 -4.98358 -4.21291
H 3.42507 -2.56358 0.16194
H 1.87747 -1.61437 1.55338
H 1.79531 1.67692 2.50338
H 0.45584 1.05555 3.43787
H 1.73132 -0.02809 2.98276
H -2.86371 -0.33867 2.70970
H -4.43148 0.85511 4.17735
H -4.05748 3.30512 4.50149
H -2.46053 4.53626 3.46751
H -1.02721 3.49203 1.80016
H -0.73215 -1.32297 -0.55248
H -2.41515 -1.93285 -2.36665
H -4.27169 -0.20563 -2.95935
H -4.35174 1.74757 -1.80771
H -2.97486 2.16206 0.22956
H 1.02682 1.51500 -1.17363
H 2.69135 0.60516 -2.68145
```



Record 7
A structure of composition C22H21AsN3O4S3Ta. Source: the Open Molecules 2025 dataset; level of theory: ωB97M-V/def2-TZVPD.

Results
- gap between HOMO and LUMO (eV) = 7.43
- net charge = +2
- energy (Ha) = -4803.1139

```
55
C22H21AsN3O4S3Ta, DFT ωB97M-V/def2-TZVPD
Ta 0.49354 -1.51005 0.73392
S 1.07844 -0.55013 2.75769
C -0.53083 -0.15757 3.44065
C -0.75733 -0.37912 4.79094
C -1.98312 -0.02051 5.33424
C -2.96773 0.55611 4.54361
C -2.74061 0.77503 3.19197
C -1.51675 0.42351 2.63817
As -1.07967 0.65146 0.78462
C -2.70649 0.81269 -0.20633
C -3.79171 -0.01790 0.07087
C -4.95964 0.12797 -0.66056
C -5.03960 1.08992 -1.65945
C -3.95730 1.91595 -1.92809
C -2.78388 1.78354 -1.20076
C -0.08169 2.27107 0.58130
C -0.24072 3.29632 1.50603
C 0.46924 4.47574 1.33519
C 1.32312 4.62353 0.25080
C 1.47625 3.59474 -0.66968
C 0.77629 2.40912 -0.50601
H 0.01006 -0.82458 5.40949
H -2.16651 -0.19250 6.38611
H -3.91563 0.83908 4.98028
H -3.51011 1.22319 2.57598
H -3.73888 -0.76308 0.85504
H -5.80876 -0.50677 -0.44664
H -5.95424 1.20058 -2.22611
H -4.02796 2.67092 -2.69907
H -1.94754 2.44218 -1.39875
H -0.90771 3.18383 2.35232
H 0.35254 5.27994 2.04874
H 1.87248 5.54615 0.12125
H 2.13973 3.71729 -1.51509
H 0.89547 1.60800 -1.22802
C 5.20904 -3.30982 -3.24953
N 4.15746 -2.46295 -2.69555
C 3.79805 -2.37779 -1.29161
C 2.66532 -1.40239 -1.39451
O 1.99567 -0.98246 -0.34432
N 2.41831 -1.00736 -2.59024
C 3.34063 -1.67880 -3.38031
N 3.34931 -1.51375 -4.68390
H 5.76917 -3.74836 -2.42906
H 5.89570 -2.71405 -3.85062
H 4.78065 -4.11316 -3.84894
H 4.61429 -1.99335 -0.67534
H 3.45631 -3.33537 -0.89070
H 2.67626 -0.88851 -5.09879
H 3.99473 -1.99946 -5.28559
O -0.75456 -5.21144 0.17873
S -0.37821 -3.86223 0.27325
O 0.92951 -3.40295 -0.34785
O -0.13813 -3.26312 1.67282
S -1.55225 -2.32833 -0.41258
```



Record 8
A structure of composition C22H21BeF9O7PTe at a distorted geometry. Source: the Open Molecules 2025 dataset; level of theory: ωB97M-V/def2-TZVPD.

Results
- gap between HOMO and LUMO (eV) = 7.46
- net charge = -1
- energy (Ha) = -2900.9974

```
62
C22H21BeF9O7PTe, DFT ωB97M-V/def2-TZVPD
Be 0.49272 1.06736 0.72361
O 0.26205 -0.63937 0.07657
C 1.55459 -1.22713 -0.20546
C 2.56620 -0.03008 -0.09733
O 3.73508 -0.22142 -0.37618
O 2.02446 1.05222 0.31895
C 1.96406 -2.22822 0.86874
C 1.74978 -1.91741 2.21035
C 2.15802 -2.78440 3.21106
C 2.79960 -3.97087 2.88847
C 3.03296 -4.27811 1.55700
C 2.61827 -3.41657 0.55239
C 1.51314 -1.86640 -1.58520
C 0.53854 -2.83568 -1.81825
C 0.46164 -3.48600 -3.03735
C 1.36468 -3.17789 -4.04587
C 2.32772 -2.20652 -3.82545
C 2.40119 -1.54822 -2.60416
H -0.30577 -1.24593 0.56907
H 1.28505 -0.97548 2.47206
H 1.98019 -2.51946 4.24597
H 3.12583 -4.64772 3.66865
H 3.54435 -5.19574 1.29226
H 2.81538 -3.66656 -0.48070
H -0.16492 -3.08668 -1.03243
H -0.30508 -4.23315 -3.20215
H 1.31369 -3.69236 -4.99764
H 3.02786 -1.95603 -4.61311
H 3.15727 -0.79471 -2.43773
C -4.04957 4.98002 -0.91683
C -3.30091 3.87817 -1.64000
O -2.20308 3.46184 -0.83745
P -1.58621 1.97330 -1.00678
O -0.46910 2.05667 0.01849
Te -3.19431 0.29748 -0.95463
O -0.82768 2.10042 -2.44677
C -1.41801 1.69250 -3.68574
C -0.91401 0.33876 -4.14043
H -4.84548 5.36653 -1.55494
H -3.36716 5.79221 -0.66379
H -4.48544 4.59560 0.00526
H -2.92720 4.24507 -2.60332
H -3.96893 3.03174 -1.83172
H -1.15587 2.45934 -4.41978
H -2.50734 1.66185 -3.59894
H 0.17528 0.32048 -4.14570
H -1.28055 0.12212 -5.14637
H -1.27481 -0.43365 -3.46432
F -1.78080 -0.58244 2.52710
C -1.36078 -0.02281 3.66953
F -0.70338 -0.98528 4.35085
F -2.44848 0.29869 4.38822
C -0.41468 1.19480 3.35506
O 0.35589 0.91715 2.30094
C 0.50037 1.41371 4.60427
F 1.48332 0.50335 4.63221
F -0.18077 1.31036 5.76872
F 1.07747 2.62478 4.58510
C -1.28586 2.47863 3.17442
F -0.56630 3.47123 2.65281
F -1.78473 2.92463 4.35535
F -2.32941 2.24131 2.37305
```



Record 9
A cluster of 2 separate species, C22H21Br2 in total at a distorted geometry. Source: the Open Molecules 2025 dataset; level of theory: ωB97M-V/def2-TZVPD.

Results
- gap between HOMO and LUMO (eV) = 4.83
- net charge = +1
- energy (Ha) = -5998.6230

```
45
C22H21Br2, DFT ωB97M-V/def2-TZVPD
Br 5.33841 -2.46814 -3.63976
C 3.75949 -1.72980 -2.91692
C 3.56309 -0.33770 -2.92354
C 2.37920 0.20178 -2.42352
C 1.35579 -0.63084 -1.89107
C 0.12254 -0.07498 -1.37271
C -1.04601 -0.84019 -1.23063
C -2.29957 -0.34580 -0.88580
C -3.44941 -1.16075 -0.60265
C -4.72896 -0.55932 -0.44336
C -5.86202 -1.31323 -0.16374
C -5.75981 -2.70911 -0.02080
Br -7.28224 -3.72660 0.42400
C -4.51527 -3.33675 -0.19949
C -3.37808 -2.57960 -0.48163
C 1.60542 -2.02823 -1.84742
C 2.78843 -2.56797 -2.34869
H 4.34007 0.31172 -3.31923
H 2.21922 1.28269 -2.44505
H 0.05455 1.00826 -1.24038
H -0.97504 -1.91526 -1.42928
H -2.44022 0.73840 -0.83820
H -4.81146 0.52143 -0.56186
H -6.82905 -0.83441 -0.04752
H -4.44129 -4.41818 -0.10998
H -2.41810 -3.08211 -0.60796
H 0.87119 -2.68759 -1.38618
H 2.95847 -3.63965 -2.30225
C 2.74388 3.04617 1.67632
C 2.57001 1.61878 1.13817
C 1.17778 1.11201 1.07038
C 0.11149 1.60150 1.75396
C 0.11468 2.39386 2.96031
C 1.15878 2.92124 3.64551
C 2.57326 3.05591 3.20049
H 3.75944 3.38948 1.43132
H 2.03725 3.73528 1.20485
H 3.01674 1.55807 0.13237
H 3.15521 0.93062 1.77468
H 1.08849 0.14748 0.56298
H -0.88746 1.29662 1.42597
H -0.88324 2.52559 3.39892
H 0.97241 3.32097 4.64688
H 3.20943 2.26188 3.63288
H 2.96252 4.00647 3.59962
```